1.
Density functional theory data (the ωB97M-V functional and the def2-TZVPD basis) for C20H18ClF4N5O2 in the gas phase in a non-equilibrium geometry.

Structure (XYZ):
```
50
Properties=species:S:1:pos:R:3:forces:R:3
O 8.4609 0.1200 1.7508 1.03 -0.17 -0.06
F -3.3853 -2.5228 0.8156 0.42 0.49 -0.47
F -9.0491 -2.4679 -2.8345 -0.15 0.93 -0.61
F -9.5480 -0.2492 -2.5983 -0.16 -2.38 1.21
F -9.7995 -1.8888 -0.9903 0.20 1.64 0.28
Cl -7.1448 -0.7934 -4.4732 0.20 0.20 1.58
N -0.2458 -0.6957 1.0793 0.16 -1.14 0.89
N -1.6276 0.3558 -0.5011 4.04 1.01 1.16
O 4.9865 0.3535 1.4377 1.83 -0.39 0.18
C 7.3816 -0.1717 1.3053 -0.63 -1.33 0.35
C 2.7734 0.6739 0.7294 -4.99 0.04 -1.55
C 3.9791 1.1982 1.2162 0.84 4.04 -0.89
C 4.1143 2.5624 1.2123 0.37 0.38 0.43
C 1.7459 1.5252 0.1882 1.25 -3.58 1.28
C -0.4513 0.2470 0.1827 -2.13 -2.10 -0.75
C -1.2281 -1.6434 1.2855 0.32 2.12 -1.45
C -2.5298 -0.5363 -0.2988 -2.02 0.90 -0.52
C -5.7102 -0.9856 -0.1543 -0.61 0.77 2.36
C -5.4165 -0.4395 -2.4220 0.61 1.16 -0.12
C -7.0814 -1.1422 -0.3683 0.55 -0.85 -0.58
C -2.3908 -1.6279 0.5431 0.71 -0.83 1.37
C -6.6932 -0.7566 -2.7326 -0.70 -0.43 -0.61
C -4.8886 -0.4922 -1.1247 -1.30 -0.86 -1.60
C -7.5169 -1.0691 -1.6684 -3.72 -1.01 -0.34
N 0.4315 1.1464 -0.2737 2.89 0.35 1.25
N -3.6059 -0.0342 -0.9512 -1.62 -1.80 0.40
N 7.0025 -1.4750 0.9336 -1.73 1.60 -0.21
C 6.3440 0.9769 1.3106 -1.93 -1.79 0.93
C -9.0355 -1.4139 -1.9816 1.90 0.32 -1.11
C 7.8171 -2.7003 0.9764 0.74 -0.12 -0.95
C 2.9288 3.5195 0.9714 0.80 -1.37 -0.23
C 2.0665 2.9170 -0.1315 0.02 1.27 -0.31
H 2.6587 -0.4141 0.7757 -0.40 0.47 0.10
H 5.0503 3.0744 1.4627 -0.37 -0.47 0.07
H -1.1008 -2.3479 2.0773 0.28 -0.40 0.32
H -5.3385 -0.9829 0.8696 -0.06 -0.29 -0.19
H -4.9346 0.0923 -3.2022 1.23 -0.07 -0.60
H -7.8144 -1.4582 0.3810 0.61 0.27 -0.04
H -0.0728 1.8237 -0.7962 0.07 0.70 -0.54
H -3.4202 0.8856 -1.2271 0.25 1.21 -0.79
H 6.0240 -1.5022 0.5473 1.65 -0.28 0.77
H 6.5469 1.6240 2.2101 -0.06 -0.65 -1.15
H 6.2332 1.5083 0.3776 0.76 0.46 -0.23
H 8.4903 -2.7363 0.0842 -0.13 0.24 0.81
H 8.4270 -2.8429 1.8953 -0.54 0.56 -0.55
H 7.2233 -3.6212 0.8344 -0.30 0.76 0.36
H 2.3467 3.5074 1.8950 -0.20 0.34 0.11
H 3.2932 4.5359 0.7659 -0.25 -0.39 -0.04
H 2.5647 2.8815 -1.1175 0.16 0.35 0.25
H 1.1391 3.4826 -0.2669 0.13 0.11 0.04
```
Positions in Å, forces in eV/Å.

Output
- Highest occupied orbital energy: -7.54 eV
- Lowest unoccupied orbital energy: 0.405 eV
- Total charge: 0
- Max |F|: 0.102 hartree/bohr

Here is what Mulliken gives for the atomic charges, in e: -0.594 -0.267 -0.234 -0.241 -0.261 -0.198 -0.543 -0.310 -0.446 0.248 -0.506 0.824 -0.593 0.347 0.193 -0.469 0.119 -0.204 -0.402 -0.859 0.378 -0.248 0.287 0.494 -0.110 -0.050 -0.113 -0.374 0.619 -0.843 -0.818 -0.881 0.378 0.282 0.483 0.408 0.382 0.453 0.288 0.272 0.238 0.257 0.451 0.284 0.276 0.331 0.310 0.347 0.240 0.376



2.
Density functional theory data (the ωB97M-V functional and the def2-TZVPD basis) for C25H23N3O5S in the gas phase in a non-equilibrium geometry.

Structure (XYZ):
```
57
Properties=species:S:1:pos:R:3:forces:R:3
O -2.6435 -2.1932 1.3338 0.20 0.06 0.36
C -3.1238 -2.2482 0.2196 -0.11 -0.57 -0.50
N -4.1837 -1.5104 -0.1686 -0.46 0.21 -0.10
H -4.3981 -1.4427 -1.1507 0.08 -0.14 0.05
C -4.7931 -0.5278 0.7085 0.05 0.05 0.08
C -4.2141 0.8514 0.5197 -0.06 -0.02 0.07
C -3.4041 1.4144 1.4949 -0.08 -0.05 0.02
C -2.8735 2.6799 1.3182 -0.07 0.12 0.06
C -3.1306 3.3846 0.1552 0.03 0.08 0.06
C -3.9257 2.8226 -0.8280 -0.06 0.00 -0.12
C -4.4695 1.5652 -0.6436 -0.02 0.02 0.12
H -5.0980 1.1342 -1.4104 -0.08 -0.05 -0.11
H -4.1236 3.3657 -1.7403 -0.02 0.05 -0.08
H -2.7073 4.3682 0.0144 0.03 0.10 -0.02
H -2.2538 3.1156 2.0887 0.03 0.02 0.05
H -3.1876 0.8554 2.3937 0.01 -0.08 0.09
H -4.6142 -0.8719 1.7297 -0.13 0.06 -0.12
H -5.8699 -0.5199 0.5103 0.11 -0.01 0.09
C -2.5879 -3.1881 -0.8544 0.23 0.12 0.15
C -1.5683 -2.4487 -1.7287 -0.12 -0.20 -0.23
N -0.6392 -1.7010 -0.8925 -0.12 -0.10 -0.29
C 0.2887 -2.4561 -0.2037 0.25 0.16 0.18
O 0.4160 -3.6452 -0.3949 -0.08 -0.38 -0.12
N 1.0766 -1.7840 0.7084 -0.07 -0.25 0.17
C 0.9824 -0.4269 0.8662 -0.69 0.59 -0.48
C 0.0593 0.2950 0.1344 0.36 0.31 0.41
C -0.8515 -0.3241 -0.7847 0.20 0.07 0.01
O -1.7090 0.2346 -1.4381 -0.02 0.18 -0.01
S 0.1415 1.9824 0.4844 0.26 -0.48 0.19
C 1.4074 1.7025 1.6048 -0.38 -0.03 -0.39
C 1.7575 0.3933 1.7194 0.10 0.02 0.12
H 2.5314 0.0405 2.3750 0.17 -0.06 0.15
H 1.8372 2.5319 2.1303 0.13 0.16 0.12
C 2.1228 -2.5191 1.3817 0.14 -0.08 -0.03
H 2.0176 -3.5673 1.0798 0.08 0.21 0.11
C 3.4917 -1.9986 0.9532 -0.20 -0.16 0.35
O 4.4334 -1.8728 1.6875 0.08 0.00 0.05
O 3.4734 -1.6953 -0.3394 -0.15 -0.21 -0.37
C 4.5863 -0.9661 -0.8743 0.37 0.25 0.01
C 4.2566 0.5028 -0.8205 0.06 -0.18 0.08
C 3.2166 0.9950 -1.6005 0.05 0.05 0.01
C 2.8509 2.3256 -1.5171 -0.02 -0.04 -0.11
C 3.5216 3.1743 -0.6516 0.07 0.05 0.02
C 4.5535 2.6875 0.1316 0.02 0.12 0.03
C 4.9172 1.3537 0.0532 0.03 -0.10 -0.10
H 5.7142 0.9707 0.6733 0.08 -0.07 0.08
H 5.0757 3.3457 0.8099 0.05 0.07 0.06
H 3.2354 4.2133 -0.5866 -0.02 0.11 0.01
H 2.0400 2.6998 -2.1236 -0.07 0.03 -0.05
H 2.6916 0.3268 -2.2677 -0.08 -0.07 -0.09
H 5.4834 -1.1968 -0.2929 -0.12 0.03 -0.16
H 4.6999 -1.3155 -1.9030 -0.02 0.00 0.16
H 2.0259 -2.4414 2.4674 0.08 0.01 -0.14
H -0.9994 -3.1635 -2.3270 -0.11 0.12 0.05
H -2.0567 -1.7172 -2.3758 0.13 -0.16 0.08
H -2.0848 -4.0156 -0.3528 -0.13 0.07 -0.01
H -3.3948 -3.5752 -1.4761 -0.01 -0.03 -0.02
```
Positions in Å, forces in eV/Å.

Output
- Highest occupied orbital energy: -8.46 eV
- Lowest unoccupied orbital energy: 0.358 eV
- Total charge: 0
- ΔE to the lowest compared entry with this formula, charge and spin: 0.0 kcal per mole
- Max |F|: 0.020 hartree/bohr

Here is what Mulliken gives for the atomic charges, in e: -0.658 0.588 -0.051 0.266 -1.467 0.754 -0.115 -0.801 -0.267 -0.632 -0.302 0.375 0.398 0.433 0.452 0.289 0.418 0.435 -1.031 -1.169 0.057 0.783 -0.686 0.007 0.155 0.999 0.466 -0.686 -0.128 -0.595 -1.085 0.488 0.618 -0.976 0.503 0.630 -0.643 -0.190 -1.228 0.824 -0.200 -0.602 -0.510 -0.594 -0.444 0.378 0.398 0.434 0.439 0.403 0.459 0.370 0.364 0.404 0.588 0.439 0.452



3.
Density functional theory data (the ωB97M-V functional and the def2-TZVPD basis) for a molecular structure, C3H4O2 in a non-equilibrium geometry.

Structure (XYZ):
```
9
Properties=species:S:1:pos:R:3:forces:R:3
O -0.8320 -0.9597 -1.2153 -0.05 -1.33 0.35
C -0.4566 -0.9670 -0.0505 -0.26 -0.46 -0.21
C 0.8329 -0.2871 0.1834 0.02 -0.34 -0.26
C -0.0123 0.9780 0.1438 -0.48 0.28 -0.28
O 1.0371 0.7822 1.0695 0.03 0.22 -0.37
H -1.0782 -1.3065 0.7875 -0.01 -0.05 0.08
H 1.5767 -0.3299 -0.6119 -0.29 -0.10 0.02
H -0.1010 1.0526 -0.9731 1.01 1.88 0.85
H -0.9667 1.0374 0.6666 0.03 -0.10 -0.18
```
Positions in Å, forces in eV/Å.

Output
- Highest occupied orbital energy: -9.91 eV
- Lowest unoccupied orbital energy: 1.009 eV
- Total charge: 0
- ΔE to the lowest compared entry with this formula, charge and spin: 100.7 kcal per mole
- Max |F|: 0.045 hartree/bohr

Here is what Mulliken gives for the atomic charges, in e: -0.541 -0.070 0.036 -0.398 -0.318 0.417 0.282 0.318 0.274



4.
Density functional theory data (the ωB97M-V functional and the def2-TZVPD basis) for C5H6O3 in the gas phase in a non-equilibrium geometry.

Structure (XYZ):
```
14
Properties=species:S:1:pos:R:3:forces:R:3
C 0.0257 -1.1752 2.0648 -0.47 0.38 -0.35
C 0.4374 0.0894 0.1427 -0.87 0.46 -1.73
C 0.7205 1.1625 -0.6022 0.43 1.68 1.13
C 0.0391 1.1474 -1.9123 -0.88 0.39 0.86
C -0.6174 -0.6492 -0.6742 -0.21 -0.91 1.76
H 0.5644 -1.2085 2.9800 -0.01 -0.37 1.03
H 0.1031 -2.1490 1.5406 -0.38 0.69 0.34
H -1.0410 -0.8062 2.2181 1.39 -0.72 -0.31
H 1.0418 2.1441 -0.2163 0.59 -0.87 -0.15
H 0.6869 1.1875 -2.7831 -0.03 -0.28 -0.13
H -0.6780 2.0162 -1.9470 0.51 -0.88 -0.22
O 0.8158 -0.1708 1.3781 -0.42 -0.35 0.14
O -0.7067 -0.0717 -1.8422 -0.27 0.73 -2.42
O -1.3918 -1.5164 -0.3472 0.61 0.06 0.03
```
Positions in Å, forces in eV/Å.

Output
- Highest occupied orbital energy: -9.24 eV
- Lowest unoccupied orbital energy: 0.882 eV
- Total charge: 0
- ΔE to the lowest compared entry with this formula, charge and spin: 25.1 kcal per mole
- Max |F|: 0.050 hartree/bohr

Here is what Mulliken gives for the atomic charges, in e: -0.668 0.618 -0.518 -0.256 0.514 0.281 0.301 0.286 0.314 0.286 0.220 -0.453 -0.348 -0.576